(1)
{"formula": "C5H14", "method": "ωB97M-V with the def2-TZVPD basis set", "relative_energy_ev": 0.155, "lumo_ev": 1.135, "homo_energy_ev": -11.38, "orbital_gap_ev": 12.51, "smiles": "CCC.CC", "max_force_ha_per_bohr": 0.0173, "species": ["C", "C", "C", "H", "H", "H", "H", "H", "H", "H", "H", "C", "C", "H", "H", "H", "H", "H", "H"], "xyz": [[1.5730, 1.0742, 2.4820], [0.7081, 0.6528, 1.2949], [0.9338, 1.5001, 0.0563], [2.5680, 0.6123, 2.4598], [1.1382, 0.7987, 3.4374], [1.7893, 2.1475, 2.5757], [0.9600, -0.3912, 1.1376], [-0.3417, 0.6448, 1.5881], [2.0042, 1.6582, -0.0986], [0.5452, 1.0409, -0.8483], [0.5066, 2.4870, 0.1975], [-1.1084, -1.5147, -2.4375], [-2.0029, -1.6472, -1.2066], [-1.1515, -2.3703, -3.1154], [-1.3542, -0.6209, -3.0039], [-0.0739, -1.3842, -2.1300], [-3.0671, -1.4834, -1.4008], [-1.8602, -2.6292, -0.7474], [-1.6626, -0.9500, -0.4363]]}

=====

(2)
{"formula": "C5H14", "method": "ωB97M-V with the def2-TZVPD basis set", "relative_energy_ev": 0.578, "lumo_ev": 1.185, "homo_energy_ev": -11.34, "orbital_gap_ev": 12.53, "smiles": "CCC.CC", "max_force_ha_per_bohr": 0.0414, "species": ["C", "C", "C", "H", "H", "H", "H", "H", "H", "H", "H", "C", "C", "H", "H", "H", "H", "H", "H"], "xyz": [[1.8827, 0.0319, -1.8910], [0.8659, -0.0216, -0.7316], [-0.4890, -0.3705, -1.3274], [1.8922, -0.9966, -2.2611], [2.9264, 0.1082, -1.5752], [1.6442, 0.7943, -2.6240], [1.1669, -0.8032, -0.0327], [0.9513, 0.9229, -0.1937], [-1.1288, 0.5024, -1.5084], [-0.4057, -0.9714, -2.2321], [-1.1645, -0.9581, -0.7124], [-0.9625, 0.9668, 1.9383], [-1.1905, -0.5827, 1.9211], [0.0326, 1.1908, 2.3264], [-0.9604, 1.4553, 0.9611], [-1.7676, 1.4286, 2.4987], [-1.6706, -0.7711, 2.8790], [-0.2762, -1.1484, 1.8056], [-1.9137, -0.7390, 1.1298]]}

=====

(3)
{"formula": "C5H14", "method": "ωB97M-V with the def2-TZVPD basis set", "relative_energy_ev": 1.416, "lumo_ev": 1.063, "homo_energy_ev": -10.90, "orbital_gap_ev": 11.97, "smiles": "CCC.CC", "max_force_ha_per_bohr": 0.0834, "species": ["C", "C", "C", "H", "H", "H", "H", "H", "H", "H", "H", "C", "C", "H", "H", "H", "H", "H", "H"], "xyz": [[-1.0378, -0.6534, 0.5282], [-1.9252, -1.7796, -0.1025], [-1.1890, -2.4640, -1.2228], [-0.3378, -0.9815, 1.2343], [-1.6674, 0.0261, 1.1489], [-0.6709, 0.0204, -0.3832], [-2.3850, -2.4055, 0.6085], [-2.7354, -1.0383, -0.4764], [-0.7118, -1.7991, -1.9623], [-0.3064, -3.0730, -0.8984], [-1.8766, -3.0545, -1.9268], [1.6685, 1.9924, 1.1453], [2.0405, 2.4253, -0.2464], [1.0232, 1.0018, 1.0785], [2.5014, 1.5144, 1.6549], [1.1235, 2.7710, 1.7542], [2.2790, 1.5188, -0.9142], [2.9700, 2.9020, -0.1708], [1.2373, 3.0766, -0.8492]]}

=====

(4)
{"formula": "C5H14BF4O5Si2", "method": "ωB97M-V with the def2-TZVPD basis set", "lumo_ev": 2.831, "homo_energy_ev": -4.07, "orbital_gap_ev": 6.90, "max_force_ha_per_bohr": 0.0150, "total_charge": -1, "species": ["C", "Si", "F", "O", "Si", "B", "O", "O", "H", "H", "H", "H", "H", "H", "H", "H", "C", "C", "O", "C", "O", "C", "F", "F", "F", "H", "H", "H", "H", "H", "H"], "xyz": [[2.6048, -1.5187, -3.2869], [1.0062, -1.8325, -2.4019], [0.4056, -3.1977, -3.0131], [-0.0597, -0.6142, -2.6014], [-1.4789, -0.6499, -1.6712], [-2.7531, -1.9794, -2.5358], [-3.3203, -1.7623, -3.7688], [-3.0991, -3.1642, -1.9276], [3.3962, -1.9732, -2.6930], [2.7997, -0.4668, -3.4611], [2.5883, -2.0537, -4.2362], [1.1884, -2.0757, -0.9666], [-2.1018, 0.6880, -1.7168], [-1.2146, -1.1056, -0.2982], [-3.4115, -0.8234, -3.9346], [-2.3298, -3.5650, -1.5183], [0.1293, 2.2355, 4.3756], [-0.3882, 2.9080, 3.1070], [0.4492, 2.8244, 1.9832], [0.3992, 1.5881, 1.1836], [-0.7903, 1.1612, 0.8973], [1.2709, 0.4703, 1.8331], [2.4060, 0.9310, 2.4322], [1.7009, -0.3804, 0.8674], [0.6516, -0.2980, 2.7453], [1.1954, 2.4271, 4.5041], [-0.4085, 2.6239, 5.2461], [-0.0223, 1.1593, 4.3562], [-0.4659, 3.9822, 3.3117], [-1.3972, 2.5595, 2.8615], [1.0494, 1.9019, 0.3271]]}

=====

(5)
{"formula": "C5H14Cl3HgO4", "method": "ωB97M-V with the def2-TZVPD basis set", "relative_energy_ev": 0.000, "lumo_ev": -9.988, "homo_energy_ev": -12.65, "orbital_gap_ev": 2.66, "max_force_ha_per_bohr": 0.0440, "total_charge": 1, "species": ["Hg", "Cl", "C", "C", "O", "O", "H", "H", "H", "H", "H", "H", "C", "C", "O", "O", "H", "H", "H", "H", "H", "H", "C", "Cl", "Cl", "H", "H"], "xyz": [[2.7670, 1.1440, 3.6491], [0.8659, 0.2623, 2.3104], [0.9608, 0.7860, -2.2239], [1.5928, -0.3977, -1.5103], [2.4494, 0.0038, -0.4452], [1.9688, 1.5880, -2.8030], [0.4009, 1.3634, -1.4745], [0.2093, 0.4694, -2.9552], [2.2204, -0.8874, -2.2560], [0.8386, -1.0709, -1.0966], [1.9109, 0.2681, 0.3070], [1.6573, 2.4962, -2.8078], [-2.6758, 1.8352, 0.6484], [-2.6641, 0.3485, 0.3496], [-1.3714, -0.1198, -0.0048], [-1.9967, 2.1479, 1.8479], [-3.7140, 2.1385, 0.7976], [-2.3460, 2.4229, -0.2154], [-3.3652, 0.0871, -0.4405], [-3.0285, -0.1533, 1.2527], [-0.7568, -0.0128, 0.7299], [-1.0841, 1.8484, 1.7997], [1.0304, -3.2102, 0.8171], [-0.1165, -4.5207, 0.5907], [1.9902, -3.4409, 2.2885], [1.7285, -3.1487, -0.0124], [0.5278, -2.2472, 0.8569]]}

=====

(6)
{"formula": "C5H14N", "method": "ωB97M-V with the def2-TZVPD basis set", "relative_energy_ev": 0.929, "lumo_ev": -2.932, "homo_energy_ev": -14.36, "orbital_gap_ev": 11.43, "max_force_ha_per_bohr": 0.0150, "total_charge": 1, "species": ["C", "C", "H", "H", "H", "H", "C", "C", "N", "C", "H", "H", "H", "H", "H", "H", "H", "H", "H", "H"], "xyz": [[-1.5860, 1.2753, 1.3959], [-2.2234, 1.7681, 0.3350], [-1.9478, 0.3471, 1.8224], [-0.7328, 1.7915, 1.8167], [-3.0778, 1.2652, -0.0997], [-1.9446, 2.7209, -0.0997], [2.2061, -0.3989, 0.9157], [1.1911, -1.2091, 0.1264], [0.3906, -0.2531, -0.7487], [-0.5253, -0.8578, -1.7606], [1.7471, 0.1373, 1.7449], [3.0031, -0.9952, 1.3517], [2.6965, 0.3169, 0.2502], [1.6197, -1.9272, -0.5669], [0.4596, -1.6738, 0.7830], [1.0798, 0.3335, -1.2131], [-0.1510, 0.3910, -0.1456], [0.0592, -1.4088, -2.4871], [-1.1097, -0.0529, -2.1883], [-1.1543, -1.5701, -1.2324]]}